Formula: N2P2S
Source: the Open Molecules 2025 dataset
Level of theory: the ωB97M-V functional and the def2-TZVPD basis

Summary:
- SMILES = P#[N+][S-].N#P
- frontier orbital gap (spin up / spin down) (eV) = 7.87 / 7.87
- energy (eV) = -32390.38105
- energy above the lowest of the compared OMol25 structures with the same formula, charge and spin (kcal/mol) = 67.4
- LUMO level (spin up / spin down) (eV) = -1.010 / -1.010
- HOMO level (spin up / spin down) (eV) = -8.88 / -8.88

Positions of all 5 atoms, in Å:
P: 1.96029 -0.95926 0.00546
N: 1.33000 0.23638 0.68328
S: 0.58476 1.27214 1.49306
N: -2.04720 -0.81861 -1.56777
P: -1.82786 0.26935 -0.61403

Force components x, y, z for each atom (eV/Å):
-0.1 0.6 -0.1
1.3 -2.8 -1.2
-1.2 2.3 1.4
0.0 -0.7 -0.5
0.0 0.7 0.5